No. 1
The molecule C3H7NSi, computed with ωB97M-V with the def2-TZVPD basis set.

Its energy relative to the best compared isomer or geometry (same formula, charge and spin) is 17.2 kcal per mole. As for the SMILES: C[SiH2]CC#N. The calculation puts the LUMO energy at 0.81 eV. The HOMO energy is -10.9 eV.

Last column: natural (NBO) charge in e.
Atoms and positions in Å:
1 C 1.103 1.336 0.880  -1.05
2 Si -0.294 -0.053 0.706  1.06
3 C -0.743 -0.367 -1.142  -0.94
4 C -0.534 -1.780 -1.571  0.29
5 N -0.323 -2.883 -1.717  -0.34
6 H 2.187 1.040 0.768  0.25
7 H 0.841 2.025 0.159  0.22
8 H 1.013 1.503 1.962  0.24
9 H -1.555 0.588 1.468  -0.15
10 H 0.167 -1.389 1.397  -0.14
11 H -1.810 -0.303 -1.286  0.28
12 H -0.053 0.283 -1.623  0.27



No. 2
A structure of composition C3H7NdO2, computed with ωB97M-V with the def2-TZVPD basis set.

As for the expectation value of S²: 6.004. Its energy relative to the best compared isomer or geometry (same formula, charge and spin) is 0.0 kcal per mole. The charge is +1. As for the multiplicity: 5. The calculation puts the LUMO energy (alpha / beta) at -4.09 / -4.04 eV. The HOMO energy (alpha / beta) is -11.3 / -11.7 eV.

Last column: natural (NBO) charge in e.
Atoms and positions in Å:
1 C -1.793 -3.097 0.238  -0.26
2 O -0.491 -2.535 0.278  -0.58
3 C 0.542 -3.431 -0.008  -0.19
4 C 1.850 -2.712 -0.016  0.47
5 O 1.934 -1.512 0.155  -0.60
6 H -2.501 -2.312 0.522  0.21
7 H -2.012 -3.419 -0.791  0.20
8 H -1.882 -3.940 0.939  0.19
9 H 0.408 -3.887 -1.006  0.23
10 H 0.595 -4.238 0.748  0.22
11 H 2.755 -3.344 -0.079  0.17
12 H -0.571 1.215 0.191  -0.65
13 Nd 0.216 -0.094 1.660  1.59



No. 3
A cluster of 2 separate species, C3H7O in total, computed with ωB97M-V with the def2-TZVPD basis set.

Its energy relative to the best compared isomer or geometry (same formula, charge and spin) is 37.2 kcal per mole. The charge is -1. The calculation puts the LUMO energy at 4.71 eV. The HOMO energy is -0.9 eV.

Last column: natural (NBO) charge in e.
Atoms and positions in Å:
1 O -0.778 -2.543 -0.859  -0.97
2 H -1.441 -2.290 -0.243  0.47
3 C -0.561 0.341 1.030  -0.79
4 C 0.000 0.810 -0.177  -0.21
5 C 1.348 1.175 -0.300  -0.81
6 H -1.610 0.069 0.981  0.16
7 H 0.008 -2.064 -0.595  0.49
8 H 0.048 0.371 1.923  0.17
9 H -0.624 1.177 -0.991  0.17
10 H 1.742 1.323 -1.307  0.15
11 H 1.868 1.631 0.538  0.16



No. 4
The ion C3H7O2 with charge -1, computed with ωB97M-V with the def2-TZVPD basis set.

Its energy relative to the best compared isomer or geometry (same formula, charge and spin) is 69.6 kcal per mole. As for the SMILES: [O-]CCCO. The charge is -1. The calculation puts the LUMO energy at 4.03 eV. The HOMO energy is -2.2 eV.

Last column: natural (NBO) charge in e.
Atoms and positions in Å:
1 O -2.165 0.361 -0.048  -0.95
2 C -1.395 -0.673 -0.355  0.03
3 C 0.200 -0.256 -0.691  -0.51
4 C 0.775 0.520 0.527  -0.05
5 O 2.264 0.104 0.665  -0.80
6 H -1.838 -1.095 -1.391  0.04
7 H -1.394 -1.479 0.395  0.08
8 H 0.865 -1.095 -0.840  0.18
9 H 0.150 0.339 -1.610  0.18
10 H 0.384 0.315 1.587  0.19
11 H 0.898 1.564 0.286  0.16
12 H 2.688 0.289 -0.183  0.44



F_max per entry: 4.3, 1.2, 2.4, 2.8 eV Å⁻¹